{"formula": "CH3NO4S2", "method": "ωB97M-V/def2-TZVPD", "elements": ["C", "N", "O", "O", "O", "O", "S", "S", "H", "H", "H"], "xyz": [[-0.0977, -0.5588, 0.0792], [-0.2148, 2.2665, 1.4226], [-0.7000, 3.6039, -0.6572], [-1.0745, 0.5145, 3.0163], [-2.5940, 2.5907, 0.3994], [0.8003, 2.0193, 3.6915], [-1.2893, 3.2313, 0.6633], [-0.5785, 1.9549, 3.0125], [0.4429, -0.6000, -0.8422], [0.2208, -0.4901, 1.0911], [-1.0608, -0.0300, -0.0365]], "multiplicity": 3, "total_energy_ha": -1191.8390, "max_force_ha_per_bohr": 0.0486, "homo_ev": [0.36, 0.45], "orbital_gap_ev": [5.937, 5.617], "total_charge": -2}

{"formula": "CH3NO5", "method": "ωB97M-V/def2-TZVPD", "elements": ["O", "C", "O", "N", "O", "O", "O", "H", "H", "H"], "xyz": [[0.6540, 0.7877, -1.6383], [0.5546, 0.5287, -0.4926], [1.4106, 0.6928, 0.4468], [-0.4291, -0.4760, 0.0673], [0.2648, -1.4129, 0.4525], [-1.3661, -0.7898, -0.9058], [-1.0719, 0.0958, 1.2181], [2.3640, 1.0515, 0.3720], [-1.4420, 0.0512, -1.4482], [-0.9389, -0.5292, 1.9282]], "multiplicity": 1, "total_energy_ha": -470.6755, "max_force_ha_per_bohr": 0.0768, "homo_ev": -10.15, "smiles": "O=C(O)[N+]([O-])(O)O", "orbital_gap_ev": 10.351, "total_charge": 0}

{"formula": "CH3NOS", "method": "ωB97M-V/def2-TZVPD", "elements": ["C", "H", "H", "H", "N", "O", "S"], "xyz": [[0.7574, -0.0194, 0.4624], [-1.1287, 1.7204, -0.6255], [0.0045, -1.4619, -0.8126], [0.4582, 0.8033, 0.9766], [-0.2016, -0.9332, 0.1917], [1.9448, -0.0182, -0.2063], [-1.8346, -0.0910, 0.0136]], "multiplicity": 1, "total_energy_ha": -567.9264, "max_force_ha_per_bohr": 0.1941, "homo_ev": -10.00, "orbital_gap_ev": 8.201, "total_charge": 0}

{"formula": "CH3NOS", "method": "ωB97M-V/def2-TZVPD", "elements": ["C", "N", "O", "S", "H", "H", "H"], "xyz": [[-0.5329, -0.2668, 0.5481], [0.6528, -0.4099, 0.8653], [2.6376, 0.7121, 0.3259], [1.8714, -0.4075, -0.2388], [-1.2403, -0.1943, 1.4399], [-0.8418, -0.2406, -0.5144], [1.3856, 0.3006, -2.1222]], "multiplicity": 1, "total_energy_ha": -567.9250, "max_force_ha_per_bohr": 0.0537, "homo_ev": [-9.11, -9.18], "orbital_gap_ev": [8.261, 8.278], "total_charge": 0}

{"formula": "CH3NOS2", "method": "ωB97M-V/def2-TZVPD", "elements": ["C", "N", "O", "S", "S", "H", "H", "H"], "xyz": [[1.6204, -0.1546, -0.0259], [-0.9814, 0.2199, -0.1517], [-3.4125, 1.2289, 0.2175], [0.0721, -1.0094, -0.4852], [-2.7831, -0.0190, -0.2079], [2.5345, -0.7006, -0.4572], [1.5623, -0.4533, 1.0475], [1.3878, 0.8880, 0.0628]], "multiplicity": 1, "total_energy_ha": -966.1677, "max_force_ha_per_bohr": 0.0738, "homo_ev": [-8.69, -8.49], "orbital_gap_ev": [7.888, 7.573], "total_charge": 0}

{"formula": "CH3NOS2", "method": "ωB97M-V/def2-TZVPD", "elements": ["C", "N", "O", "S", "S", "H", "H", "H"], "xyz": [[1.5941, -1.0177, 1.3722], [-1.4540, 1.0540, -1.6343], [2.3139, -1.9226, 1.6679], [-0.0820, -0.7822, 1.8691], [-0.9441, 1.8042, -0.2505], [1.7039, -0.1135, 0.7741], [-2.3128, 0.5422, -1.6842], [-0.8189, 0.4357, -2.1143]], "multiplicity": 1, "total_energy_ha": -966.1701, "max_force_ha_per_bohr": 0.0312, "homo_ev": [-9.16, -9.47], "orbital_gap_ev": [6.605, 8.003], "total_charge": 0}

{"formula": "CH3NS2", "method": "ωB97M-V/def2-TZVPD", "elements": ["C", "N", "S", "S", "H", "H", "H"], "xyz": [[-1.1913, -0.4738, -0.1244], [-0.5971, -1.4685, 0.6310], [0.3007, -0.1116, 0.7425], [2.4274, 0.9843, -0.5691], [-0.9638, -0.7042, -1.0816], [-2.1725, -0.0700, 0.0598], [2.1965, 1.8439, 0.3418]], "multiplicity": 1, "total_energy_ha": -890.8725, "max_force_ha_per_bohr": 0.0716, "homo_ev": -8.75, "orbital_gap_ev": 6.654, "total_charge": 0}

{"formula": "CH3NS2", "method": "ωB97M-V/def2-TZVPD", "elements": ["C", "N", "S", "S", "H", "H", "H"], "xyz": [[0.6064, -0.3104, -1.0023], [0.7664, -0.2515, 0.3952], [0.2860, -1.7445, 0.0140], [-1.0743, 1.6933, 1.5419], [-0.2562, 0.1695, -1.4513], [1.5059, -0.3234, -1.6103], [-1.8341, 0.7670, 2.1128]], "multiplicity": 1, "total_energy_ha": -890.8885, "max_force_ha_per_bohr": 0.0435, "homo_ev": [-8.75, -9.66], "orbital_gap_ev": [6.938, 8.844], "total_charge": 0}

{"formula": "CH3NSSi", "method": "ωB97M-V/def2-TZVPD", "elements": ["Si", "N", "C", "S", "H", "H", "H"], "xyz": [[-0.2683, -1.0424, -0.5431], [-0.1924, -0.1032, 0.9497], [0.1076, 0.7243, 1.7901], [0.9618, 2.0262, 2.3812], [-0.4081, 0.0263, -1.7053], [-1.3310, -1.1113, -1.6210], [1.1305, -0.5198, -1.2516]], "multiplicity": 1, "total_energy_ha": -782.2018, "max_force_ha_per_bohr": 0.0682, "homo_ev": -9.10, "smiles": "[SiH3]N=C=S", "orbital_gap_ev": 8.727, "total_charge": 0}

{"formula": "CH3NSi", "method": "ωB97M-V/def2-TZVPD", "elements": ["C", "N", "Si", "H", "H", "H"], "xyz": [[-1.4938, -0.1489, 0.1268], [-2.6426, 0.0272, -0.0181], [0.8168, 0.0097, 0.0326], [0.9445, 0.1124, 1.4019], [1.6190, -1.2035, -0.6572], [0.7560, 1.2031, -0.8860]], "multiplicity": 3, "total_energy_ha": -383.8530, "max_force_ha_per_bohr": 0.1426, "homo_ev": [-5.59, -11.77], "orbital_gap_ev": [6.169, 6.831], "total_charge": 0}

{"formula": "CH3O2", "method": "ωB97M-V/def2-TZVPD", "elements": ["C", "O", "O", "H", "H", "H"], "xyz": [[-0.9359, 0.0196, -0.1330], [1.6789, 0.1728, -0.0092], [0.0106, -0.6915, -0.0508], [-1.9302, -0.2471, -0.6506], [-0.9946, 1.0519, 0.1626], [2.1713, -0.3057, 0.6810]], "multiplicity": 1, "total_energy_ha": -189.8716, "max_force_ha_per_bohr": 0.0592, "homo_ev": [-18.57, -18.97], "orbital_gap_ev": [10.137, 9.037], "total_charge": 1}

{"formula": "CH3O2", "method": "ωB97M-V/def2-TZVPD", "elements": ["C", "O", "O", "H", "H", "H"], "xyz": [[0.7103, -0.2354, -0.0828], [-1.5400, -0.2157, 0.0531], [-0.3142, 0.3476, 0.2821], [2.3723, 0.6754, 0.0549], [0.9215, -1.1897, -0.6619], [-2.1499, 0.6178, 0.3545]], "multiplicity": 1, "total_energy_ha": -189.7928, "max_force_ha_per_bohr": 0.0829, "homo_ev": [-17.82, -17.82], "orbital_gap_ev": [10.575, 10.576], "total_charge": 1}